[1]
{
  "formula": "C4H15NO3S",
  "method": "wB97M-V/def2-TZVPD",
  "symbols": ["C", "O", "H", "H", "H", "C", "H", "C", "H", "O", "H", "N", "S", "O", "H", "H", "H", "H", "H", "C", "H", "H", "H", "H"],
  "coordinates": [[0.121, 0.693, 0.624], [-3.016, 0.611, -0.309], [2.256, 1.548, 0.368], [-1.140, -1.848, -1.638], [2.146, 0.123, 1.264], [-0.393, -0.585, 1.327], [-0.576, -0.316, 2.364], [1.574, 1.025, 1.042], [-1.306, -0.886, 0.852], [-0.976, -2.785, -1.625], [1.713, 2.608, 2.238], [-0.163, 0.741, -0.802], [0.792, -1.989, 1.261], [1.511, 1.673, 2.324], [-0.627, 1.592, -1.052], [-2.260, 0.198, -0.748], [0.570, 0.282, -2.722], [-0.119, -2.910, 1.571], [1.787, 0.921, -1.611], [0.891, 0.293, -1.686], [-0.019, -2.835, -1.723], [1.159, -0.742, -1.478], [-3.528, 1.074, -0.967], [-0.397, 1.512, 1.124]],
  "e_homo_ha": -0.326,
  "energy_ha": -840.02172,
  "lumo_energy_ev": 0.53,
  "max_force_ha_per_bohr": 0.027,
  "smiles": "CN[C@H](CO)CS.O.O"
}

***

[2]
{
  "formula": "C27H55N8O5P3S",
  "method": "wB97M-V/def2-TZVPD",
  "symbols": ["H", "H", "H", "H", "O", "P", "H", "H", "H", "C", "H", "H", "H", "H", "H", "H", "C", "C", "H", "C", "H", "H", "N", "H", "H", "O", "H", "N", "P", "C", "H", "H", "C", "C", "H", "H", "H", "C", "C", "S", "H", "C", "H", "H", "C", "C", "H", "H", "N", "N", "H", "H", "H", "H", "C", "H", "H", "H", "N", "C", "H", "C", "C", "H", "O", "H", "H", "H", "O", "C", "C", "C", "H", "C", "C", "H", "C", "C", "H", "H", "C", "H", "N", "H", "C", "P", "H", "C", "C", "H", "H", "N", "H", "H", "H", "H", "N", "H", "O"],
  "coordinates": [[-0.010, -1.543, 5.794], [-0.096, -2.534, 3.807], [8.032, 0.788, 3.698], [1.651, 3.600, -2.959], [-0.076, 1.629, 0.763], [7.108, 0.904, 2.634], [-2.261, 3.678, -1.474], [-6.027, -0.643, -1.626], [-2.471, -2.680, -4.616], [0.851, -2.096, 3.500], [1.545, -1.008, 6.439], [2.402, 1.355, -2.399], [1.746, 3.513, 1.094], [8.656, -0.669, 6.787], [-0.623, -0.391, -3.132], [7.499, -0.430, 8.153], [7.666, -0.921, 7.193], [-0.035, 1.180, 4.486], [-6.721, -5.060, -4.340], [1.500, -1.179, 4.317], [7.628, -2.016, 7.235], [3.052, -3.390, 0.583], [0.384, 0.570, 5.743], [-8.022, -1.840, -4.940], [-5.715, -1.129, -6.769], [6.424, 0.920, 6.347], [0.804, 1.386, 3.810], [-0.220, 3.369, -2.001], [-0.056, 2.274, -0.610], [-1.385, 4.262, -1.776], [3.550, 1.526, -1.128], [-6.289, -4.330, -2.778], [2.325, 2.758, 0.559], [2.488, 1.354, -1.310], [-0.904, 1.291, -3.594], [-0.846, 0.645, 3.962], [-2.714, 1.290, -1.770], [-6.133, 0.089, -2.428], [4.605, -0.444, 2.210], [7.237, 2.654, 1.784], [-5.051, -4.634, -4.003], [-6.088, -4.317, -3.854], [3.315, 3.183, 0.377], [-7.076, 0.616, -2.259], [4.901, 0.743, 4.367], [-7.725, -2.649, -4.277], [2.442, 1.892, 1.224], [0.512, 4.877, -3.262], [1.686, 2.398, -0.699], [-6.153, -0.566, -3.736], [-5.314, 0.810, -2.335], [-8.326, -3.512, -4.580], [-1.185, 4.995, -0.988], [4.976, 2.254, 5.842], [5.703, 1.615, 5.317], [2.234, 0.356, -0.926], [-3.392, -3.816, -5.617], [7.107, -0.685, 5.152], [3.102, -2.377, 0.569], [3.499, 0.309, 4.774], [0.708, 0.724, -3.145], [0.882, 4.203, -2.483], [3.292, -1.036, 2.669], [5.721, -1.043, 6.301], [3.089, 0.767, 5.823], [2.471, -2.002, -0.133], [-4.214, -1.608, -7.495], [-5.359, -2.848, -6.968], [5.041, -0.582, 1.086], [-3.090, -2.764, -5.510], [-2.038, 0.597, -1.248], [6.640, -0.463, 6.120], [7.480, -0.091, 1.700], [2.611, -1.935, 1.854], [2.728, -0.661, 3.918], [6.380, 2.308, 4.796], [0.814, -0.824, 5.632], [-0.348, 0.642, -2.904], [-2.275, -0.416, -1.571], [-6.736, 0.080, -5.664], [1.405, -2.463, 2.299], [1.332, 4.813, -1.698], [-4.248, -1.876, -5.427], [-2.457, -2.502, -6.361], [-4.926, -1.872, -6.709], [-5.012, -1.884, -3.878], [0.879, -3.179, 1.670], [-6.246, 0.457, -4.764], [5.413, 0.404, 3.185], [-5.268, 0.876, -5.032], [-7.995, -2.396, -3.251], [-6.306, -2.968, -4.436], [-0.444, 2.172, 4.737], [-6.888, 1.276, -4.434], [-1.655, 4.791, -2.690], [-2.258, 0.650, -0.181], [-0.633, 0.920, -1.511], [-0.296, 0.701, 6.476], [-3.909, -1.192, -3.105]],
  "e_homo_ha": -0.292,
  "energy_ha": -3298.09529,
  "lumo_energy_ev": -1.08,
  "max_force_ha_per_bohr": 0.141,
  "smiles": "CCOCC1=C([PH2]=S)C(=O)c2c(N)ccc(CNC)c2C1=O.CN(C)P(=O)(N(C)C)N(C)C.CN(C)P(=O)(N(C)C)N(C)C"
}

***

[3]
{
  "formula": "C25H28O4",
  "method": "wB97M-V/def2-TZVPD",
  "symbols": ["H", "C", "C", "C", "C", "H", "H", "C", "C", "H", "H", "H", "H", "C", "H", "C", "H", "H", "C", "H", "C", "C", "H", "C", "H", "H", "O", "H", "C", "H", "C", "H", "H", "C", "H", "O", "O", "C", "H", "H", "H", "H", "H", "C", "H", "C", "C", "O", "C", "C", "H", "C", "C", "C", "H", "H", "C"],
  "coordinates": [[6.526, 3.707, 0.169], [0.289, -0.554, 0.561], [-8.484, 0.947, -0.616], [-6.864, -0.997, 0.489], [1.612, -0.572, 1.294], [6.215, 0.949, -2.399], [-4.341, -0.451, 0.667], [-8.212, -1.237, 0.350], [-0.090, -1.619, -0.252], [1.614, -1.390, 2.020], [1.692, 0.366, 1.848], [7.711, 1.536, -1.677], [6.453, -1.365, 0.708], [3.857, -2.761, 1.224], [5.312, 0.686, 1.274], [2.769, -0.668, 0.341], [-6.232, -1.760, 0.921], [3.153, -2.726, 2.051], [-2.735, 1.675, 0.269], [-1.553, -2.419, -1.582], [6.001, 1.715, -0.397], [4.834, -1.476, -0.721], [4.862, -2.798, 1.642], [5.782, 0.609, 0.303], [-10.818, 0.222, -0.721], [4.908, 3.547, -0.504], [-0.163, 1.580, 1.440], [6.866, -0.785, -0.906], [3.733, -1.583, 0.301], [5.110, -2.475, -1.069], [-1.829, 0.547, 0.052], [-8.651, -2.171, 0.664], [-9.121, 1.707, -1.050], [-1.310, -1.592, -0.936], [3.700, -3.689, 0.672], [-2.335, 2.754, 0.721], [0.697, -2.703, -0.426], [6.087, -0.787, -0.144], [2.795, 0.136, -0.384], [6.499, 2.683, -2.241], [-3.087, -0.503, -1.334], [-4.654, 2.423, -0.338], [5.231, 2.998, 1.144], [6.640, 1.719, -1.759], [-6.729, 2.125, -0.799], [-7.133, 1.180, -0.472], [-0.564, 0.548, 0.687], [-10.361, -0.531, -0.326], [-2.161, -0.529, -0.780], [-4.865, 0.403, 0.254], [1.556, -2.548, -0.004], [5.644, 3.068, 0.141], [-4.165, 1.513, -0.019], [-6.291, 0.214, 0.085], [4.486, -0.897, -1.578], [-0.849, 2.290, 1.352], [-9.038, -0.262, -0.205]],
  "e_homo_ha": -0.305,
  "energy_ha": -1270.38391,
  "lumo_energy_ev": -0.05,
  "max_force_ha_per_bohr": 0.013,
  "smiles": "CC(C)=CCC/C(C)=C/Cc1c(O)ccc(C(=O)/C=C/c2ccc(O)cc2)c1O"
}